[1]
A cluster of 11 separate species, C26H68N6O22 in total. Source: the OMol25 dataset; level of theory: ωB97M-V/def2-TZVPD.

Its multiplicity is 1. As for the HOMO energy: -0.342 Ha. Its SMILES is C[N+](=O)[O-].C[N+](=O)[O-].C[N+](=O)[O-].C[N+](=O)[O-].C[N+](=O)[O-].C[N+](=O)[O-].COCCOC.COCCOC.COCCOC.COCCOC.COCCOC. The energy above the lowest of the compared OMol25 structures with the same formula, charge and spin comes out at 38.6 kcal/mol.

CARTESIAN COORDINATES (ANGSTROEM)
C 17.23283 23.17635 11.71646
N 16.07797 24.03628 12.01723
O 16.36762 25.16154 12.37172
O 14.97460 23.56727 12.12514
H 16.92943 22.18356 11.40596
H 17.84076 23.17718 12.61230
H 17.79914 23.60395 10.89413
C 21.58893 21.62254 17.92393
N 21.21354 23.04804 17.79193
O 20.94551 23.41086 16.66872
O 21.19472 23.74740 18.79170
H 22.62926 21.56398 17.59982
H 20.96173 21.05871 17.24990
H 21.55381 21.34037 18.96636
C 17.39353 23.61945 18.10214
N 18.14958 22.52536 18.79163
O 18.35931 22.64886 19.99531
O 18.49033 21.54003 18.15847
H 16.34453 23.36783 18.03080
H 17.88931 23.81679 17.16161
H 17.52967 24.45381 18.78184
C 14.01959 25.93788 15.49529
N 15.46902 26.19071 15.30832
O 15.77934 27.02338 14.50124
O 16.24080 25.49633 15.95218
H 13.81692 26.02814 16.55780
H 13.69342 25.01495 15.03307
H 13.48441 26.74829 15.00679
C 22.37712 25.30018 10.78409
N 21.26129 24.32984 10.67245
O 21.37574 23.46132 9.85222
O 20.36118 24.41298 11.46869
H 23.21333 24.77520 11.23175
H 22.05110 26.14614 11.37801
H 22.60711 25.63846 9.77807
C 17.68043 30.62630 9.81723
N 17.62718 31.50144 11.01103
O 16.78157 31.27824 11.81908
O 18.45279 32.34628 11.10746
H 17.09608 29.72658 9.95477
H 18.73257 30.46121 9.65422
H 17.15249 31.16595 9.02932
C 24.25160 31.51918 12.18421
O 25.34942 30.59325 12.32004
C 26.50048 30.98025 11.66814
C 27.07232 29.85162 10.82493
O 27.94245 30.27355 9.81888
C 27.47067 31.26241 8.94413
H 23.34021 30.95999 12.42571
H 24.12674 31.77447 11.12375
H 24.40020 32.30046 12.93540
H 27.31763 31.37233 12.28673
H 26.22143 31.82416 11.02430
H 26.26080 29.35632 10.27378
H 27.55840 29.12736 11.46997
H 26.44961 31.05912 8.57239
H 28.15727 31.28209 8.10191
H 27.41303 32.26479 9.39168
C 22.74520 31.99082 6.89077
O 22.72117 30.63621 7.25331
C 22.77197 30.39996 8.62411
C 23.51380 29.14970 9.02651
O 22.87864 27.96378 8.62068
C 22.95556 27.69384 7.23342
H 23.74388 32.39897 7.08256
H 22.03494 32.62848 7.44491
H 22.40818 32.10872 5.86383
H 21.77875 30.38967 9.10329
H 23.26214 31.22390 9.17897
H 23.47525 29.11059 10.11462
H 24.54326 29.12540 8.65757
H 23.99629 27.58165 6.87261
H 22.54198 28.52500 6.66084
H 22.50498 26.72357 7.03886
C 19.53662 25.98090 15.01979
O 19.52908 27.18719 14.28907
C 18.94727 27.03204 12.98657
C 18.49940 28.42190 12.52763
O 19.35198 29.05767 11.61443
C 20.69568 29.21980 12.00029
H 20.16504 26.06607 15.91392
H 19.91851 25.13329 14.43246
H 18.58759 25.66287 15.48491
H 18.05325 26.40555 13.01838
H 19.70022 26.60697 12.31698
H 18.25945 29.06517 13.37056
H 17.56881 28.27970 11.97160
H 21.28134 29.42974 11.10208
H 21.12009 28.39286 12.56976
H 20.74833 30.16471 12.56219
C 24.17820 27.51788 14.38525
O 24.71919 26.21788 14.48983
C 23.72069 25.24491 14.57151
C 24.12712 23.83492 14.84886
O 25.02701 23.76065 15.91059
C 25.29530 22.42742 16.19340
H 23.73908 27.81978 15.34578
H 23.36654 27.52601 13.64668
H 25.05402 28.11415 14.16099
H 23.20209 25.31961 13.59929
H 22.95279 25.57278 15.29047
H 24.52234 23.36650 13.93325
H 23.21632 23.25044 15.04769
H 25.98521 22.30714 17.03220
H 25.66380 21.79755 15.37772
H 24.38736 21.93955 16.59925
C 19.08106 26.03672 20.99993
O 19.37430 26.81006 19.87260
C 19.74568 28.14155 20.16392
C 19.88750 28.87165 18.86675
O 19.97074 30.23954 19.20632
C 20.20434 31.11354 18.11020
H 18.99495 24.99434 20.68156
H 18.10878 26.21946 21.48186
H 19.91610 26.10702 21.71003
H 20.73314 28.03554 20.64175
H 19.11908 28.71759 20.85070
H 19.02172 28.64922 18.22535
H 20.76641 28.56825 18.28354
H 19.90940 30.72319 17.13918
H 21.29098 31.27349 18.07107
H 19.69137 32.04132 18.34585

[2]
A structure of composition C26H69O9Zn. Source: the OMol25 dataset; level of theory: ωB97M-V/def2-TZVPD.

Its multiplicity is 1. As for the HOMO energy: -0.440 Ha. The energy above the lowest of the compared OMol25 structures with the same formula, charge and spin comes out at 2.8 kcal/mol. The charge is +1.

CARTESIAN COORDINATES (ANGSTROEM)
Zn 2.75799 0.12047 -1.87674
C -0.07377 -1.17649 0.03935
C 0.72151 0.05697 0.48232
O 1.51716 0.61954 -0.53435
H -0.94470 -0.87133 -0.53961
H -0.43692 -1.64975 0.95437
H 0.58365 -1.86018 -0.50172
H 1.29514 -0.15219 1.39078
H -0.04678 0.81290 0.71862
C 0.52471 -4.44224 2.38816
C -0.01259 -4.13282 3.78419
C -0.22383 -2.65051 3.96802
O -1.26440 -4.83604 3.89075
H 0.75742 -5.49551 2.25152
H 1.41671 -3.83568 2.19137
H -0.21049 -4.10610 1.65305
H 0.68649 -4.50232 4.53933
H -0.40989 -2.41132 5.01638
H -1.04687 -2.26218 3.36611
H 0.69063 -2.11712 3.69890
H -1.10542 -5.66434 4.35083
C 0.69982 4.23998 1.65431
C 2.13712 4.01601 1.20327
C 2.94870 3.24190 2.21369
O 2.11904 3.31665 -0.05388
H 0.67228 4.70816 2.64048
H 0.14560 3.29690 1.66931
H 0.16873 4.92643 0.99294
H 2.55714 5.00598 1.01675
H 2.49307 2.25904 2.39297
H 3.11117 3.71861 3.17749
H 3.92063 2.96799 1.79264
H 1.76869 2.42867 0.13344
C -1.55856 2.13181 5.54934
C -0.47914 1.07121 5.53725
C 0.35767 1.10145 4.26953
O 0.41788 1.21137 6.64575
H -2.22139 1.98060 4.69038
H -1.12541 3.13115 5.49586
H -2.22909 2.08073 6.40779
H -0.93972 0.07792 5.61976
H 1.09116 0.29893 4.30255
H 0.86361 2.06121 4.15167
H -0.35835 1.01808 3.44662
H 0.08180 0.74165 7.41282
C 2.18146 3.33927 -4.16717
C 3.46436 2.87201 -3.50803
C 4.30448 4.01606 -3.00019
O 3.14754 2.07704 -2.29785
H 1.59044 2.49860 -4.51874
H 2.47316 3.98902 -4.99328
H 1.59488 3.92440 -3.45855
H 4.02104 2.20023 -4.15908
H 4.55580 4.71584 -3.80467
H 5.26366 3.69919 -2.59193
H 3.80405 4.66287 -2.27554
H 2.83674 2.72076 -1.63237
C -0.36752 -1.58207 -3.73028
C 0.90865 -1.00622 -4.30160
C 0.72111 -0.38090 -5.67165
O 1.37325 0.05507 -3.38615
H -0.86831 -2.23008 -4.44718
H -1.06777 -0.75529 -3.55675
H -0.20067 -2.09077 -2.78771
H 1.69062 -1.76585 -4.34878
H 0.81667 -1.18145 -6.40963
H 1.42874 0.40392 -5.93591
H -0.27262 0.05247 -5.81433
H 0.63618 0.70611 -3.31596
C 0.73222 -5.23340 -1.09173
C -0.43411 -5.21930 -2.05996
C -1.64050 -4.58665 -1.41234
O -0.04298 -4.62438 -3.29919
H 1.58914 -5.83157 -1.40834
H 0.42258 -5.52777 -0.09040
H 1.15084 -4.23145 -0.89914
H -0.66522 -6.27359 -2.25618
H -1.49779 -3.52366 -1.19703
H -1.84661 -5.07072 -0.45564
H -2.56824 -4.66272 -1.98174
H 0.90683 -4.49022 -3.25265
C -1.77536 3.37881 -1.29690
C -1.60344 2.33622 -2.38326
C -1.80210 2.87163 -3.78438
O -0.21434 1.90927 -2.34708
H -2.72232 3.91962 -1.35881
H -1.00844 4.14438 -1.43418
H -1.70713 2.93915 -0.30041
H -2.20847 1.44218 -2.19767
H -2.85931 3.03493 -3.99096
H -1.42721 2.15171 -4.51391
H -1.25632 3.80802 -3.90110
H 0.05682 1.64549 -1.45564
C -3.24347 -2.45940 1.16250
C -3.39827 -1.16866 1.94128
C -4.02394 -0.05444 1.13472
O -4.30983 -1.38895 3.04155
H -2.66225 -3.23851 1.66804
H -2.68257 -2.26996 0.24399
H -4.20280 -2.91216 0.91264
H -2.44390 -0.87003 2.39578
H -5.06166 -0.31496 0.92698
H -3.51417 0.11957 0.18269
H -3.99089 0.89157 1.67573
H -3.89888 -2.05649 3.60176

[3]
A cluster of 8 separate species, C26H70Cl4N6O6 in total. Source: the OMol25 dataset; level of theory: ωB97M-V/def2-TZVPD.

Its multiplicity is 1. As for the HOMO energy: -0.326 Ha. Its SMILES is COC[C@H](C)N.COC[C@H](C)N.COC[C@H](C)N.COC[C@H](C)N.COC[C@H](C)N.COC[C@H](C)N.ClCCl.ClCCl. The energy above the lowest of the compared OMol25 structures with the same formula, charge and spin comes out at 16.1 kcal/mol.

CARTESIAN COORDINATES (ANGSTROEM)
C 2.44872 -2.00876 -6.62729
O 2.69890 -2.72218 -5.45038
C 1.54793 -2.86790 -4.65390
C 1.96685 -3.63156 -3.38416
C 2.18470 -5.11434 -3.71117
N 0.99883 -3.49948 -2.32671
H 2.10735 -0.98412 -6.43781
H 1.69234 -2.47613 -7.26466
H 3.34968 -1.90132 -7.22980
H 1.14600 -1.87981 -4.40634
H 0.75242 -3.46577 -5.11143
H 2.96701 -3.25393 -3.11216
H 2.46112 -5.64886 -2.79882
H 2.94699 -5.22487 -4.48332
H 1.28128 -5.63136 -4.04662
H 1.08028 -2.54326 -1.95558
H 1.16378 -4.13141 -1.55566
C -0.92296 0.75397 1.89794
O -0.01419 0.23038 0.95747
C -0.47662 0.25215 -0.38039
C 0.67137 0.51765 -1.34989
C 0.20232 0.80900 -2.76484
N 1.56026 -0.64373 -1.32221
H -1.20811 1.78980 1.68037
H -0.32484 0.90670 2.80571
H -1.72803 0.05790 2.12860
H -0.94206 -0.70761 -0.62142
H -1.20391 1.06395 -0.51537
H 1.18830 1.41478 -0.98590
H -0.05112 1.86246 -2.86273
H -0.72431 0.26547 -2.98050
H 0.94210 0.54347 -3.51765
H 2.20833 -0.59858 -2.10502
H 2.13446 -0.63372 -0.48502
C -3.73735 5.40256 3.16631
O -4.09391 4.15019 3.67993
C -4.35537 3.17904 2.68036
C -4.76593 1.89059 3.34511
C -4.89102 0.67022 2.43769
N -5.96109 2.03838 4.20502
H -3.83690 6.15276 3.95801
H -4.44430 5.76429 2.41286
H -2.68141 5.42116 2.88018
H -5.05063 3.52857 1.91052
H -3.37718 3.00160 2.21081
H -3.94891 1.64149 4.04028
H -3.98312 0.50725 1.85894
H -5.73052 0.84031 1.75946
H -5.08409 -0.22626 3.02442
H -5.93647 1.29077 4.89371
H -5.81201 2.86736 4.77868
C -2.37708 -1.36491 4.85289
O -2.24347 -1.63547 6.21872
C -3.45161 -1.57906 6.95254
C -3.18390 -1.96897 8.41141
C -4.42132 -1.68262 9.22970
N -2.02342 -1.24723 8.94773
H -1.48034 -1.60217 4.28783
H -2.65961 -0.31073 4.71159
H -3.19921 -1.94655 4.41369
H -3.71319 -0.50271 6.92105
H -4.29502 -2.10202 6.48540
H -3.00137 -3.04571 8.42148
H -4.37816 -2.22449 10.17278
H -5.32432 -2.05513 8.72556
H -4.67007 -0.62583 9.34097
H -1.26875 -1.55438 8.33716
H -2.11486 -0.24670 8.81259
C 6.53156 -5.73501 -4.15762
O 6.62944 -4.60324 -3.30926
C 6.04192 -3.47194 -3.91111
C 6.08052 -2.22992 -3.00646
C 5.53984 -2.50349 -1.59801
N 5.37769 -1.12275 -3.65335
H 5.46511 -5.98065 -4.25128
H 7.00398 -6.58989 -3.68235
H 6.94014 -5.50629 -5.14451
H 6.59619 -3.22951 -4.82728
H 4.99360 -3.66339 -4.17340
H 7.09598 -1.84321 -2.88623
H 5.62090 -3.54996 -1.30054
H 4.49458 -2.20381 -1.51314
H 6.16703 -1.96375 -0.88811
H 5.96041 -0.84163 -4.43268
H 4.46736 -1.43915 -3.98173
C 1.72954 3.98183 0.91433
O 2.18461 4.31501 -0.36123
C 1.14543 4.57739 -1.28857
C 1.71388 4.93779 -2.62852
C 0.67875 5.19234 -3.70413
N 2.63720 3.90648 -3.15060
H 2.56220 3.98414 1.61425
H 1.18470 3.03089 0.92639
H 1.01911 4.69725 1.35773
H 0.67726 3.57802 -1.39191
H 0.35697 5.25549 -0.95544
H 2.27334 5.87949 -2.50303
H 1.15057 5.71152 -4.54456
H -0.05372 5.92530 -3.34374
H 0.21597 4.30615 -4.13137
H 3.32898 3.66470 -2.44279
H 3.18280 4.35357 -3.88159
Cl -2.27208 3.39439 -2.71357
C -3.06480 4.85901 -2.08918
Cl -2.31960 5.67865 -0.70127
H -3.00797 5.56267 -2.91465
H -4.12036 4.65331 -1.95110
Cl -3.32725 -2.05280 0.36722
C -2.95316 -3.76653 0.49528
Cl -2.47474 -4.15449 2.15523
H -3.87264 -4.31048 0.31117
H -2.19051 -4.00807 -0.23597

[4]
A cluster of 5 separate species, C26H70N3O16P4 in total. Source: the OMol25 dataset; level of theory: ωB97M-V/def2-TZVPD.

Its multiplicity is 1. As for the HOMO energy: -0.441 Ha. The charge is +1.

CARTESIAN COORDINATES (ANGSTROEM)
N -1.44113 1.92975 2.82510
C -0.99125 0.56802 3.10918
C -1.20118 -0.27991 1.85750
N -0.24670 0.06777 0.76146
N 1.05686 -0.57603 0.90648
H -1.80220 2.39888 3.64144
H -0.74083 2.49567 2.36865
H 0.05456 0.53025 3.43047
H -1.64199 0.14686 3.87155
H -2.18630 0.00975 1.48208
H -1.21832 -1.34945 2.04588
H -0.67274 -0.22817 -0.11789
H -0.13979 1.08312 0.70917
H 1.23898 -1.05136 0.02598
H 1.74680 0.17292 0.93538
O -4.09984 -0.14256 -1.62248
P -3.45393 0.74073 -2.63068
O -4.02156 2.23048 -2.24143
C -3.56375 2.85678 -1.04268
C -2.09294 3.23619 -1.10121
O -4.36320 0.39101 -3.92113
C -5.32039 -0.67411 -3.94837
C -6.68743 -0.19438 -3.50936
O -2.24794 1.31112 -3.50114
C -2.25152 1.56977 -4.92730
C -3.12587 2.73611 -5.31412
H -3.74996 2.20134 -0.18894
H -4.17041 3.75096 -0.91085
H -1.45388 2.34465 -1.15758
H -1.81179 3.80147 -0.21098
H -1.87768 3.83646 -1.98374
H -4.98104 -1.51770 -3.35019
H -5.36377 -1.01858 -4.98242
H -6.63617 0.34164 -2.56121
H -7.37126 -1.03615 -3.39868
H -7.10206 0.49570 -4.24501
H -2.50339 0.66593 -5.47638
H -1.21454 1.79843 -5.17623
H -4.15780 2.60680 -4.99842
H -3.10954 2.84757 -6.39868
H -2.76039 3.65832 -4.86102
O -5.82509 0.80994 4.56870
P -6.87426 0.42358 3.61514
O -6.44918 0.95783 2.14754
C -5.27936 0.41152 1.53996
C -5.41840 -1.04462 1.15147
O -8.10248 1.41459 3.94458
C -8.05665 2.37694 4.99905
C -7.52385 3.70653 4.50872
O -7.75152 -0.82001 3.23162
C -9.18349 -0.84193 3.05094
C -9.63823 -0.09827 1.81887
H -4.42972 0.54992 2.22116
H -5.09278 1.00360 0.64784
H -5.53418 -1.68469 2.02965
H -4.53603 -1.37543 0.60416
H -6.29730 -1.19554 0.52512
H -7.47964 2.00133 5.84229
H -9.08348 2.49755 5.34776
H -6.58434 3.58125 3.96978
H -7.36027 4.38682 5.34500
H -8.23116 4.16840 3.81838
H -9.68366 -0.49204 3.95068
H -9.44099 -1.89586 2.94953
H -9.31882 0.94141 1.81973
H -10.72705 -0.12309 1.76672
H -9.23335 -0.56322 0.91871
O 3.35525 1.17553 -1.45629
P 3.62863 1.05615 -2.90204
O 3.35325 -0.48393 -3.32729
C 2.02273 -0.95394 -3.17790
C 1.00623 -0.32524 -4.11372
O 5.22682 1.11741 -3.02152
C 6.08647 1.30770 -1.89238
C 6.49345 -0.01660 -1.28269
O 3.30988 1.79584 -4.24244
C 4.25767 2.15432 -5.27897
C 4.79985 0.96107 -6.02532
H 1.72028 -0.78495 -2.13394
H 2.05428 -2.03012 -3.34438
H 0.88626 0.74110 -3.90715
H 0.04545 -0.81688 -3.95053
H 1.29584 -0.42614 -5.15853
H 5.62099 1.96148 -1.15689
H 6.96823 1.82994 -2.26476
H 5.62393 -0.64637 -1.08989
H 7.02817 0.13900 -0.34504
H 7.14268 -0.56668 -1.96475
H 5.04740 2.77791 -4.86779
H 3.69814 2.78627 -5.96738
H 5.28370 0.24254 -5.36757
H 5.53103 1.30089 -6.75881
H 3.99802 0.43692 -6.54693
O 6.92797 -5.24230 2.67477
P 7.05044 -3.80939 2.95970
O 7.01243 -2.99905 1.55715
C 5.82236 -3.03056 0.77054
C 4.66248 -2.30032 1.42554
O 8.59548 -3.60819 3.37132
C 9.51987 -4.69683 3.44565
C 10.22295 -4.91400 2.12304
O 6.47228 -2.71622 3.93695
C 7.23884 -1.76977 4.70740
C 7.90728 -0.71410 3.86000
H 5.55126 -4.06916 0.56156
H 6.07030 -2.55637 -0.17803
H 4.34260 -2.80133 2.34100
H 3.80778 -2.26188 0.74598
H 4.94961 -1.28295 1.69611
H 9.02420 -5.60321 3.78845
H 10.24877 -4.42637 4.21137
H 9.50926 -4.98337 1.30206
H 10.81584 -5.82845 2.14924
H 10.88604 -4.07595 1.90269
H 7.94636 -2.28891 5.34923
H 6.51792 -1.29285 5.37178
H 8.56580 -1.14219 3.10781
H 8.49812 -0.05943 4.50147
H 7.16169 -0.11261 3.33683

Let's list frontier orbital gap in order: 9.31, 6.96, 9.28, 8.90 eV.
Let's list calculated total energy in order: -3014.3977, -3488.2650, -3653.2172, -3766.1909 Eh.
Let's list lowest unoccupied orbital energy in order: 0.0006, -0.1841, 0.0149, -0.1144 Ha.